Arrangement 1

{
  "formula": "C2H3NS2",
  "method": "the ωB97M-V functional and the def2-TZVPD basis",
  "smiles": "N=C=S.C=S",
  "mol_weight_g_mol": 105.2,
  "homo_lumo_gap_ha": 0.311,
  "lumo_energy_ev": -0.581,
  "multiplicity": 1,
  "species": ["S", "S", "N", "C", "C", "H", "H", "H"],
  "xyz": [[-0.10691, -1.30104, -0.41658], [-0.69769, 2.07672, 0.49760], [-0.00080, 0.10003, 2.24780], [0.29404, -0.47636, -1.73447], [-0.35358, 0.84413, 1.37840], [1.31058, -0.47099, -2.10599], [-0.43894, 0.11450, -2.26576], [-0.00669, -0.88699, 2.39901]],
  "nbo_charge": [0.06, 0.02, -0.66, -0.45, 0.22, 0.19, 0.20, 0.43]
}

Arrangement 2

{
  "formula": "C2H3NS2",
  "method": "the ωB97M-V functional and the def2-TZVPD basis",
  "smiles": "S=CNC=S",
  "mol_weight_g_mol": 105.2,
  "homo_lumo_gap_ha": 0.290,
  "lumo_energy_ev": -0.873,
  "multiplicity": 1,
  "species": ["S", "S", "N", "C", "C", "H", "H", "H"],
  "xyz": [[-1.85225, -1.07913, -0.12804], [2.55744, -0.71886, -0.20952], [0.18521, 0.54874, 0.03161], [1.00276, -0.51671, 0.23972], [-1.23373, 0.37382, -0.19746], [0.57539, 1.47404, -0.08162], [0.55598, -1.34430, 0.67730], [-1.79079, 1.26240, -0.33199]],
  "nbo_charge": [0.02, -0.03, -0.61, -0.09, -0.13, 0.41, 0.21, 0.21]
}

Most stable one: arrangement 2, least stable one: arrangement 1.

Arrangement 1

{
  "formula": "C3HN",
  "method": "the ωB97M-V functional and the def2-TZVPD basis",
  "smiles": "C#CC#N",
  "mol_weight_g_mol": 51.0,
  "homo_lumo_gap_ha": 0.404,
  "lumo_energy_ev": -0.009,
  "multiplicity": 1,
  "species": ["N", "C", "C", "C", "H"],
  "xyz": [[-2.16335, 1.15447, 0.01983], [1.13571, -0.56997, 0.16031], [0.06117, -0.03369, -0.20433], [-1.12766, 0.64534, -0.14666], [2.09415, -1.19614, 0.17085]],
  "nbo_charge": [-0.23, -0.09, -0.15, 0.20, 0.27]
}

Arrangement 2

{
  "formula": "C3HN",
  "method": "the ωB97M-V functional and the def2-TZVPD basis",
  "smiles": "C#CC#N",
  "mol_weight_g_mol": 51.0,
  "homo_lumo_gap_ha": 0.421,
  "lumo_energy_ev": 0.304,
  "multiplicity": 1,
  "species": ["N", "C", "C", "C", "H"],
  "xyz": [[2.40356, 0.02785, -0.06985], [1.25250, -0.10674, 0.05652], [-1.26051, -0.01407, -0.08526], [-0.09405, -0.22102, -0.03352], [-2.30150, 0.31398, 0.13212]],
  "nbo_charge": [-0.23, 0.21, -0.08, -0.15, 0.26]
}

Most stable one: arrangement 2, least stable one: arrangement 1.

Arrangement 1

{
  "formula": "C6H10S2",
  "method": "the ωB97M-V functional and the def2-TZVPD basis",
  "mol_weight_g_mol": 146.3,
  "homo_lumo_gap_ha": 0.298,
  "lumo_energy_ev": -0.481,
  "multiplicity": 1,
  "species": ["S", "S", "C", "C", "C", "C", "C", "C", "H", "H", "H", "H", "H", "H", "H", "H", "H", "H"],
  "xyz": [[-2.34366, 0.01321, -0.54011], [2.75455, 0.09296, -0.64751], [0.08105, -0.11696, 0.74901], [-0.35452, 2.17156, -0.34980], [0.17843, -1.25228, -0.48942], [-0.83797, 0.90264, 0.38545], [1.30537, -0.68515, 0.32736], [-1.15337, -1.71514, -0.36395], [-1.71479, -2.45870, -1.21476], [0.42765, 2.63024, 0.25652], [3.99784, -0.11950, 0.66159], [-1.39379, -2.40314, 0.52535], [-1.16695, 2.75796, -0.54224], [0.00693, 1.65008, -1.25884], [-0.25519, -0.80362, 1.52977], [-1.58867, 1.26001, 1.29899], [1.93955, -1.41993, 1.00977], [0.11754, -0.50425, -1.33717]],
  "nbo_charge": [0.01, -0.05, -0.25, -0.62, -0.32, -0.26, -0.26, -0.43, 0.24, 0.22, 0.16, 0.22, 0.22, 0.21, 0.23, 0.24, 0.25, 0.20]
}

Arrangement 2

{
  "formula": "C6H10S2",
  "method": "the ωB97M-V functional and the def2-TZVPD basis",
  "smiles": "S[C@H]1C[C@H]2CCS[C@H]21",
  "mol_weight_g_mol": 146.3,
  "homo_lumo_gap_ha": 0.347,
  "lumo_energy_ev": 0.799,
  "multiplicity": 1,
  "species": ["S", "S", "C", "C", "C", "C", "C", "C", "H", "H", "H", "H", "H", "H", "H", "H", "H", "H"],
  "xyz": [[-2.27273, 0.91776, -1.03178], [1.37888, 0.24975, -0.93244], [-1.06062, 0.75438, 0.29786], [0.28133, -0.27651, 1.56420], [-1.13830, -0.65717, 0.90875], [0.53588, 0.84822, 0.45555], [1.45123, -1.30846, 1.21920], [1.79164, -1.47193, -0.28712], [0.96156, 1.69450, 1.08638], [-1.83276, 0.09673, -2.13165], [-1.66079, 1.38513, 0.88219], [1.15789, -2.32773, -0.79365], [1.64478, -2.23188, 1.97882], [0.26012, 0.09848, 2.47001], [-0.77648, -1.50262, 0.16899], [2.91244, -1.64096, -0.28719], [-1.84012, -0.87942, 1.65134], [2.30793, -0.70348, 1.45163]],
  "nbo_charge": [-0.05, 0.23, -0.33, -0.16, -0.42, -0.43, -0.43, -0.52, 0.24, 0.14, 0.22, 0.22, 0.23, 0.20, 0.21, 0.24, 0.22, 0.20]
}

Most stable one: arrangement 2, least stable one: arrangement 1.

Arrangement 1

{
  "formula": "C5H14O",
  "method": "the ωB97M-V functional and the def2-TZVPD basis",
  "smiles": "CCC(C)C.O",
  "mol_weight_g_mol": 90.2,
  "homo_lumo_gap_ha": 0.429,
  "lumo_energy_ev": 0.829,
  "multiplicity": 1,
  "species": ["O", "C", "C", "C", "C", "C", "H", "H", "H", "H", "H", "H", "H", "H", "H", "H", "H", "H", "H", "H"],
  "xyz": [[-4.96713, -3.41360, 2.93697], [1.18643, 0.77281, 0.54348], [-0.20036, 0.14077, -1.47741], [1.09648, 0.82040, -0.98091], [1.07272, 2.32955, -1.41920], [1.28827, -0.66436, 1.05642], [1.69154, -1.34166, 0.29884], [-0.08767, -0.93175, -1.29899], [1.99326, 2.57614, -1.94284], [-1.06975, 0.42438, -0.88510], [-0.30462, 0.33625, -2.54118], [1.90932, 0.35893, -1.54465], [0.41898, 2.38081, -2.29578], [-4.29856, -4.07367, 3.15215], [2.06362, 1.34729, 0.83624], [0.24279, 1.17162, 0.90799], [0.34063, -1.04114, 1.43522], [1.99847, -0.75228, 1.88440], [0.58381, 2.91041, -0.64331], [-4.95823, -3.35089, 1.97767]],
  "nbo_charge": [-0.94, -0.40, -0.61, -0.20, -0.63, -0.62, 0.20, 0.20, 0.22, 0.20, 0.21, 0.19, 0.20, 0.47, 0.21, 0.20, 0.21, 0.21, 0.21, 0.47]
}

Arrangement 2

{
  "formula": "C5H14O",
  "method": "the ωB97M-V functional and the def2-TZVPD basis",
  "smiles": "CCCCC.O",
  "mol_weight_g_mol": 90.2,
  "homo_lumo_gap_ha": 0.379,
  "lumo_energy_ev": 0.767,
  "multiplicity": 1,
  "species": ["O", "C", "C", "C", "C", "C", "H", "H", "H", "H", "H", "H", "H", "H", "H", "H", "H", "H", "H", "H"],
  "xyz": [[-1.58205, 2.14340, -0.00676], [-1.06887, -0.36151, 0.47045], [1.41406, 0.33546, 0.52009], [2.71903, 0.11686, -0.22459], [0.35525, -0.51640, -0.13373], [-2.08905, -1.26506, -0.13535], [-1.96868, 1.77160, -0.81849], [-1.44158, 0.66988, 0.40280], [1.50395, 0.10003, 1.60551], [2.53635, 0.34462, -1.27980], [-2.26048, -0.97100, -1.18907], [-0.73802, 2.47511, -0.24786], [2.93615, -1.00065, -0.19191], [3.59804, 0.65594, 0.14576], [0.61423, -1.57282, 0.10661], [-3.12719, -1.13268, 0.37167], [0.28961, -0.35500, -1.25045], [-1.75012, -2.31083, -0.06095], [-0.96524, -0.48766, 1.54680], [1.02461, 1.36070, 0.36926]],
  "nbo_charge": [-0.90, -0.46, -0.39, -0.60, -0.39, -0.60, 0.48, 0.25, 0.21, 0.20, 0.19, 0.48, 0.20, 0.21, 0.19, 0.21, 0.18, 0.20, 0.18, 0.17]
}

Most stable one: arrangement 1, least stable one: arrangement 2.